(1)
{"formula": "C2H3N2O2", "method": "ωB97M-V/def2-TZVPD", "symbols": ["C", "C", "N", "N", "O", "O", "H", "H", "H"], "positions_angstrom": [[1.432, -0.624, 0.030], [-0.485, 1.047, 0.105], [0.479, 1.595, -0.682], [0.952, 0.515, -0.050], [-1.619, -1.269, -0.572], [1.990, -1.534, 0.478], [-0.733, 1.356, 1.125], [-1.126, 0.300, -0.511], [-0.890, -1.386, 0.079]], "forces_ev_per_angstrom": [[-1.7534, 2.3095, -0.6005], [-1.7135, -1.8360, -1.2348], [1.4626, 3.5092, -1.9035], [1.2844, -2.0930, 1.6576], [0.6128, -0.4262, 0.3889], [1.1545, -1.5824, 0.5003], [0.2924, 0.2278, 0.2080], [-0.4119, 0.2057, 1.5686], [-0.9279, -0.3145, -0.5846]], "lowdin_charge": [-0.234, -0.167, -0.058, -0.096, -0.566, 0.141, 0.086, 0.046, -0.153], "spin_multiplicity": 1, "gap_ev": 6.2, "lumo_ev": 3.74, "charge": -1, "e_above_lowest_kcal_mol": 125.3, "homo_energy_ha": -0.091}

=====

(2)
{"formula": "Br6Na7", "method": "ωB97M-V/def2-TZVPD", "symbols": ["Na", "Na", "Na", "Na", "Na", "Na", "Na", "Br", "Br", "Br", "Br", "Br", "Br"], "positions_angstrom": [[1.407, 1.792, 1.198], [1.637, -0.990, 3.849], [-0.195, -5.446, -0.361], [3.496, -2.879, -1.536], [-1.755, 1.561, -1.336], [-2.398, -1.710, 2.060], [-1.369, -1.386, -4.229], [-0.790, 2.238, 3.864], [0.527, 0.685, -3.649], [-0.200, 3.888, -0.272], [-4.050, 0.761, 0.630], [3.736, 2.227, -0.694], [-0.046, -0.742, 0.476]], "forces_ev_per_angstrom": [[-0.3286, 0.9447, -0.4448], [-0.5314, 0.8892, -0.0815], [-0.0789, 0.0856, 0.0311], [0.0248, 0.8108, -0.0852], [0.2195, 0.5173, 0.5765], [-0.3364, 1.4925, -0.4557], [0.5071, 0.9019, 0.0138], [0.8940, -1.1839, -0.2532], [-0.8985, -1.0529, 0.0938], [0.0132, -0.7730, -0.0817], [0.6784, -0.8800, -0.2296], [-0.3710, -0.6870, 0.4641], [0.2077, -1.0652, 0.4524]], "lowdin_charge": [-0.104, 0.690, 0.734, 0.768, 0.061, 0.362, 0.511, -0.506, -0.322, -0.166, -0.398, -0.395, -0.234], "spin_multiplicity": 1, "gap_ev": 1.8, "lumo_ev": -6.77, "charge": 1, "e_above_lowest_kcal_mol": 0.0, "homo_energy_ha": -0.316}

=====

(3)
{"formula": "C29H59N4OSi6V", "method": "ωB97M-V/def2-TZVPD", "symbols": ["V", "C", "Si", "C", "C", "N", "C", "C", "C", "C", "C", "C", "N", "Si", "C", "C", "C", "H", "H", "H", "H", "H", "H", "H", "H", "H", "H", "H", "H", "H", "H", "H", "H", "H", "H", "H", "H", "H", "H", "N", "C", "C", "C", "C", "C", "C", "H", "H", "H", "H", "H", "C", "C", "N", "O", "H", "H", "H", "H", "H", "C", "Si", "C", "C", "Si", "Si", "C", "C", "C", "Si", "C", "C", "C", "H", "H", "H", "H", "H", "H", "H", "H", "H", "H", "H", "H", "H", "H", "H", "H", "H", "H", "H", "H", "H", "H", "H", "H", "H", "H", "H"], "positions_angstrom": [[-0.433, 0.461, 0.152], [2.443, 2.980, -0.238], [1.862, 2.538, 1.487], [1.050, 4.012, 2.320], [3.356, 2.066, 2.534], [0.646, 1.260, 1.376], [0.114, 0.602, 2.499], [0.809, 0.356, 3.693], [0.211, -0.307, 4.740], [-1.103, -0.764, 4.623], [-1.814, -0.524, 3.471], [-1.249, 0.195, 2.403], [-1.944, 0.594, 1.268], [-3.506, 1.348, 1.239], [-4.958, 0.276, 1.785], [-3.847, 1.857, -0.540], [-3.425, 2.829, 2.403], [3.506, 3.230, -0.225], [1.898, 3.842, -0.624], [2.299, 2.154, -0.936], [1.814, 4.688, 2.712], [0.418, 3.702, 3.156], [0.433, 4.571, 1.615], [4.224, 2.608, 2.154], [3.594, 1.002, 2.507], [3.214, 2.360, 3.576], [1.826, 0.708, 3.792], [0.766, -0.477, 5.654], [-1.566, -1.299, 5.442], [-2.837, -0.863, 3.380], [-5.325, -0.353, 0.971], [-5.775, 0.938, 2.083], [-4.739, -0.371, 2.636], [-3.051, 1.505, -1.198], [-3.895, 2.943, -0.639], [-4.795, 1.447, -0.895], [-3.858, 2.597, 3.378], [-3.964, 3.686, 1.995], [-2.387, 3.129, 2.566], [-0.424, 1.447, -1.146], [-0.608, 2.713, -1.681], [-1.065, 3.743, -0.842], [-1.238, 5.024, -1.326], [-0.970, 5.312, -2.661], [-0.543, 4.295, -3.500], [-0.366, 3.005, -3.021], [-1.271, 3.497, 0.194], [-1.584, 5.805, -0.659], [-1.101, 6.316, -3.041], [-0.340, 4.506, -4.543], [-0.033, 2.218, -3.686], [-3.812, -2.587, -0.131], [-3.012, -1.655, -1.001], [-3.556, -1.333, -2.191], [-1.916, -1.227, -0.661], [-4.878, -2.371, -0.195], [-3.472, -2.490, 0.896], [-3.641, -3.614, -0.456], [-4.448, -1.690, -2.479], [-3.039, -0.736, -2.816], [2.039, -2.753, -3.773], [1.268, -1.229, -2.967], [2.319, 0.266, -3.437], [-0.431, -0.960, -3.751], [1.121, -1.371, -0.635], [0.281, -3.528, -0.159], [-0.725, -4.294, -1.576], [1.632, -4.819, 0.130], [-0.754, -3.531, 1.426], [3.342, -1.492, 0.140], [4.343, 0.047, -0.302], [4.358, -2.936, -0.552], [3.299, -1.717, 2.017], [1.977, -2.697, -4.862], [1.534, -3.668, -3.454], [3.092, -2.844, -3.503], [2.298, 0.459, -4.513], [3.360, 0.127, -3.140], [1.948, 1.155, -2.924], [-0.346, -0.716, -4.813], [-0.921, -0.125, -3.243], [-1.064, -1.845, -3.653], [-0.047, -4.714, -2.323], [-1.361, -3.575, -2.091], [-1.350, -5.112, -1.207], [2.303, -4.900, -0.728], [1.175, -5.800, 0.292], [2.240, -4.586, 1.006], [-1.281, -2.587, 1.567], [-0.110, -3.675, 2.298], [-1.493, -4.337, 1.424], [4.624, 0.017, -1.357], [5.263, 0.095, 0.287], [3.786, 0.969, -0.139], [3.993, -3.278, -1.521], [4.343, -3.792, 0.123], [5.399, -2.628, -0.682], [2.573, -1.053, 2.488], [4.276, -1.537, 2.475], [3.002, -2.740, 2.260]], "forces_ev_per_angstrom": [[-0.2003, -0.8200, -0.9318], [-0.1885, 0.0526, 0.0531], [0.1108, 0.2765, -0.0475], [0.0030, -0.0657, -0.0809], [-0.0735, -0.0551, -0.0315], [0.4322, 0.1575, 0.4892], [-0.1836, 0.0602, 0.2828], [0.0999, -0.0939, -0.0389], [-0.0038, -0.0013, -0.0161], [0.0075, -0.0064, -0.0078], [-0.0281, -0.0695, -0.0439], [-0.0282, 0.2900, 0.4097], [-0.1596, -0.0115, 0.1873], [-0.1676, 0.2641, -0.0522], [0.1373, -0.0693, -0.0104], [0.0528, 0.0236, 0.1103], [0.0151, -0.0817, -0.0429], [-0.0106, 0.0114, -0.0035], [-0.0500, 0.0086, -0.0252], [-0.0324, 0.0374, -0.0167], [-0.0055, 0.0281, -0.0065], [0.0315, -0.0305, 0.0116], [-0.0152, -0.0053, 0.0136], [0.0115, 0.0159, 0.0026], [0.0439, 0.0224, -0.0608], [0.0055, -0.0069, -0.0056], [-0.0708, -0.0797, 0.0125], [0.0040, 0.0086, 0.0018], [-0.0114, 0.0022, 0.0009], [0.0168, -0.0086, 0.0015], [0.0147, 0.0027, 0.0140], [-0.0276, 0.0061, -0.0319], [-0.0318, 0.0407, 0.0185], [-0.0235, -0.0088, -0.0229], [0.0053, -0.0028, -0.0196], [-0.0076, -0.0112, 0.0153], [0.0209, -0.0005, 0.0107], [-0.0321, -0.0095, 0.0085], [-0.0043, 0.0206, -0.0204], [-0.1890, 0.4792, 0.1076], [-0.1117, 0.2746, -0.0137], [0.1063, -0.2025, -0.0074], [0.0089, 0.0544, -0.0514], [-0.0154, -0.0302, 0.0447], [-0.0062, 0.0249, -0.0237], [0.0891, -0.1700, -0.0989], [0.0002, 0.0432, 0.0083], [0.0015, -0.0007, -0.0053], [-0.0033, 0.0019, 0.0004], [0.0015, -0.0053, -0.0024], [0.0159, -0.0031, 0.0294], [0.0315, 0.0094, 0.0220], [-0.0407, -0.0059, -0.0612], [-0.0063, 0.0572, -0.0042], [0.2290, 0.0190, -0.1316], [-0.0009, -0.0449, -0.0091], [-0.0306, 0.0101, -0.0076], [0.0254, -0.0167, -0.0182], [-0.0035, -0.0042, 0.0305], [0.0381, -0.0234, -0.0167], [-0.0296, -0.0216, 0.0982], [0.0093, 0.0691, -0.1432], [-0.0093, -0.0345, 0.0895], [-0.0679, 0.0266, 0.0834], [0.2464, -0.4965, -0.0738], [-0.0445, -0.2366, 0.0771], [0.0375, 0.1549, 0.0128], [0.0423, 0.1021, -0.0300], [-0.0092, 0.1304, -0.0167], [0.1398, 0.0379, 0.1039], [-0.1393, 0.0407, 0.0608], [-0.1015, 0.0017, -0.0513], [-0.0274, 0.0418, -0.0158], [-0.0092, 0.0308, -0.0113], [0.0374, 0.0354, -0.0420], [0.0076, -0.0007, -0.0192], [-0.0246, -0.0262, -0.0144], [-0.0266, -0.0056, -0.0372], [0.0123, 0.0444, -0.0253], [0.0477, -0.0257, -0.0172], [0.0046, -0.0004, -0.0094], [0.0229, -0.0210, 0.0009], [-0.0280, -0.0014, 0.0344], [-0.1042, 0.0443, -0.0244], [0.0093, -0.0031, 0.0288], [-0.0214, -0.0253, 0.0082], [-0.0394, 0.0078, 0.0052], [0.0057, -0.0128, 0.0091], [-0.0014, -0.0252, -0.0032], [0.0267, 0.0180, -0.0085], [0.0295, -0.0457, -0.0111], [0.0079, 0.0027, 0.0296], [0.0095, -0.0459, 0.0193], [0.1418, -0.1180, 0.0115], [0.0214, 0.0013, -0.0171], [-0.0063, -0.0084, 0.0020], [0.0007, 0.0341, 0.0298], [0.0167, -0.0242, -0.0185], [0.0262, -0.0137, -0.0322], [-0.0096, 0.0107, -0.0011]], "lowdin_charge": [0.626, -0.160, 0.466, -0.155, -0.170, -0.155, -0.301, -0.046, -0.077, -0.082, -0.036, -0.320, -0.159, 0.441, -0.165, -0.154, -0.155, 0.039, 0.033, 0.003, 0.034, 0.032, 0.016, 0.039, 0.009, 0.034, 0.077, 0.104, 0.103, 0.092, 0.010, 0.035, 0.015, 0.004, 0.029, 0.029, 0.030, 0.030, 0.019, -0.060, -0.354, -0.062, -0.081, -0.094, -0.083, -0.032, 0.095, 0.106, 0.099, 0.103, 0.098, 0.015, -0.563, 0.203, -0.097, 0.079, 0.078, 0.091, 0.114, 0.099, -0.207, 0.348, -0.211, -0.222, 0.462, 0.375, -0.211, -0.224, -0.210, 0.366, -0.212, -0.210, -0.213, 0.030, 0.007, 0.013, 0.034, 0.012, -0.005, 0.034, -0.008, 0.012, 0.016, -0.002, 0.029, 0.019, 0.034, 0.010, -0.013, 0.031, 0.030, 0.019, 0.038, -0.026, 0.001, 0.018, 0.029, -0.010, 0.035, 0.019], "spin_multiplicity": 1, "gap_ev": 7.9, "lumo_ev": 0.30, "e_above_lowest_kcal_mol": 6.0, "homo_energy_ha": -0.279}

=====

(4)
{"formula": "C6H5NO", "method": "ωB97M-V/def2-TZVPD", "symbols": ["C", "C", "C", "C", "C", "C", "H", "H", "H", "H", "H", "N", "O"], "positions_angstrom": [[-0.187, -0.471, 0.403], [0.224, 0.944, 0.211], [1.477, 0.978, -0.354], [-1.391, -0.465, -0.359], [-2.432, -0.405, -0.954], [0.840, -1.251, -0.115], [0.019, 0.264, 2.265], [-0.488, 1.815, 0.353], [2.000, -0.227, -0.224], [1.961, 2.063, -0.806], [-3.248, -0.707, -1.536], [1.861, -1.747, -0.564], [-0.636, -0.792, 1.680]], "forces_ev_per_angstrom": [[-3.6984, 1.9994, 1.0974], [3.3171, 2.1280, -1.2673], [0.8994, 2.4325, 0.4682], [-1.9768, -0.8941, -1.9971], [1.0538, -0.6100, 0.3182], [7.1714, -6.7065, -3.4647], [-2.7914, -4.7300, -1.7986], [0.7750, -1.5550, -0.2543], [0.1012, 5.4626, -1.0797], [-1.3354, -3.3738, 1.5688], [-0.8351, 0.2976, -0.3467], [-6.3175, 1.0568, 2.6431], [3.6365, 4.4926, 4.1128]], "lowdin_charge": [-0.705, -0.167, 0.010, -0.080, 0.175, -0.132, 0.330, 0.148, 0.083, 0.128, 0.030, 0.216, -0.036], "spin_multiplicity": 1, "gap_ev": 9.4, "lumo_ev": -0.47, "e_above_lowest_kcal_mol": 182.1, "homo_energy_ha": -0.362}